Density functional theory data (the ωB97M-V functional and the def2-TZVPD basis) for C27H43BrN2P2Zr as an isolated structure.

Last column: Mulliken charge in e.
Cartesian coordinates (Å):
1 N 4.855262 0.155829 2.999289  -0.38
2 C 4.235975 -1.026978 2.898793  -0.98
3 C 3.439759 -1.364646 1.801158  -0.37
4 C 3.290937 -0.425268 0.765068  0.35
5 C 3.979467 0.804651 0.857983  -0.22
6 C 4.746627 1.037128 2.008249  -0.77
7 C 2.434011 -0.713082 -0.391096  -0.82
8 Zr 0.125707 -0.084874 -0.108262  0.18
9 P -1.983842 -0.228212 -1.666817  0.95
10 C 2.086676 0.297202 -1.343245  -0.22
11 C 1.713153 -0.070223 -2.718308  1.31
12 C 1.716214 0.966859 -3.691844  -0.80
13 C 1.311793 0.668448 -4.978213  -0.64
14 C 0.820861 -0.612994 -5.232370  -0.48
15 C 0.894045 -1.666599 -4.327074  -0.54
16 C 1.331083 -1.382442 -3.032254  -0.35
17 Br 0.050196 -0.982508 -6.959767  0.09
18 H 2.289311 -1.777076 -0.617238  0.55
19 H 2.325456 1.360781 -1.191209  0.75
20 H 2.977694 -2.349119 1.732175  1.00
21 H 3.952133 1.538413 0.049930  0.70
22 H 4.387774 -1.747105 3.698643  0.44
23 H 5.306582 1.981288 2.100845  0.43
24 H 2.048045 1.963812 -3.407638  0.59
25 H 1.371979 -2.194400 -2.291505  0.45
26 H 1.372828 1.398313 -5.776737  0.53
27 H 0.639451 -2.676222 -4.636629  0.59
28 P -0.209149 2.156563 1.127000  1.21
29 C -2.129788 -1.994094 -2.139857  -0.63
30 C -2.729361 -2.279657 -3.511811  -1.34
31 H -2.711690 -2.499995 -1.352506  0.65
32 H -1.114847 -2.424524 -2.086052  0.50
33 H -2.779233 -3.366705 -3.648405  0.48
34 H -3.752433 -1.896826 -3.604987  0.28
35 H -2.120680 -1.877108 -4.330306  0.23
36 C -1.731929 0.714751 -3.229622  0.43
37 C -2.996937 1.078986 -4.001693  -1.41
38 H -1.026120 0.151913 -3.859595  -0.55
39 H -1.186884 1.633095 -2.949386  0.27
40 H -2.708657 1.642925 -4.898323  0.45
41 H -3.548440 0.191271 -4.336916  0.28
42 H -3.663374 1.711171 -3.401458  0.37
43 C -3.579914 0.330118 -0.957750  -0.11
44 C -4.822108 -0.361815 -1.506781  -1.48
45 H -3.654016 1.424096 -1.085826  0.42
46 H -3.498930 0.161842 0.129118  0.27
47 H -5.697710 0.025960 -0.973068  0.45
48 H -4.972545 -0.154452 -2.572549  0.30
49 H -4.789849 -1.446140 -1.357239  0.36
50 C -1.408640 2.436855 2.512820  -0.78
51 C -2.849847 2.034476 2.234918  -1.23
52 H -1.360260 3.507867 2.775721  0.57
53 H -1.017296 1.885396 3.381424  0.48
54 H -3.461838 2.275759 3.114068  0.45
55 H -3.283054 2.570333 1.381047  0.30
56 H -2.953674 0.958123 2.050836  0.28
57 C -0.739443 3.529294 -0.005204  -0.76
58 C 0.172453 3.746401 -1.208506  -1.01
59 H -0.801320 4.446529 0.602755  0.63
60 H -1.766313 3.290847 -0.325450  0.43
61 H -0.242104 4.546500 -1.837197  0.46
62 H 1.186874 4.050564 -0.914876  0.34
63 H 0.261742 2.852029 -1.842712  -0.01
64 C 1.264355 2.946362 1.925156  -0.61
65 C 1.722987 2.269752 3.213790  -1.39
66 H 1.015782 4.003850 2.119576  0.55
67 H 2.071890 2.946059 1.177644  0.43
68 H 2.675279 2.709826 3.535769  0.41
69 H 1.007846 2.401301 4.035160  0.38
70 H 1.895028 1.194210 3.078060  0.25
71 C 0.591634 -2.911396 3.587501  -1.14
72 C 0.370170 -2.034204 2.475421  0.80
73 N 0.121126 -1.337401 1.561162  -0.76
74 H -0.331430 -3.037691 4.170808  0.43
75 H 1.374472 -2.513091 4.251535  0.34
76 H 0.915152 -3.902931 3.237302  0.38

Atoms 1-6, force components in eV/Å:
-0.17 -0.16 -0.02
-0.13 0.04 -0.58
0.24 0.23 0.15
-0.47 0.49 0.15
-0.04 -0.32 0.38
0.04 0.28 -0.46

Results
Gap between HOMO and LUMO (alpha / beta)   4.6 / 4.7 eV
Total energy   -4466.32436 Ha
LUMO energy (alpha / beta)   -15.12 / -15.11 eV
Total charge   +4